Arrangement i

The following is a quantum chemistry calculation of one molecule with the formula C7H10S, from OMol25.

Last column: natural (NBO) charge in e.
Element x y z (Å)
1 C 0.6146 1.9000 -0.3599  -0.587
2 H -2.9383 -1.5866 -0.8354  0.223
3 C -2.3276 -0.7570 -0.5562  -0.213
4 C -0.1802 0.5108 -0.1206  -0.135
5 C -2.3081 -0.2757 0.7670  -0.196
6 C 0.8677 -0.7568 -0.0855  -0.254
7 H 1.0544 2.2696 0.6116  0.220
8 H -0.3558 -0.7926 -1.7150  0.212
9 H -0.5843 -0.4881 1.9094  0.236
10 H 0.2829 -1.6871 -0.1308  0.192
11 H 1.2992 1.8603 -1.0799  0.216
12 H -1.5996 0.5482 -2.1211  0.236
13 S 2.4611 -0.5829 0.1643  0.072
14 H -3.1271 -0.4941 1.3986  0.207
15 H -0.2104 2.5817 -0.4025  0.215
16 C -1.0003 -0.0458 -1.2333  -0.436
17 C -1.0046 0.3717 1.2117  -0.430
18 H -1.1682 1.4318 1.9960  0.222

As for the HOMO energy: -8.55 eV. The value obtained for the lowest unoccupied orbital energy is -0.08 eV. As for the SMILES: CC1(C=S)CC=CC1.

***

Arrangement ii

The following is a quantum chemistry calculation of C7H10S as an isolated structure, from OMol25.

Last column: natural (NBO) charge in e.
Element x y z (Å)
1 H -0.7919 -2.0063 0.9824  0.203
2 H -2.9613 2.0099 -0.3195  0.205
3 C 0.8239 -2.4481 -0.1437  -0.422
4 S 2.0344 1.4705 -0.1427  0.147
5 C -1.5336 0.4954 0.1688  -0.198
6 H 0.7799 1.6344 1.9315  0.221
7 C -1.9837 1.6241 -0.2680  -0.369
8 C -0.0442 -1.5242 0.3505  -0.192
9 H -1.3757 2.4042 -0.7732  0.189
10 H 0.3602 1.2475 -1.7654  0.224
11 H 0.5362 -3.4184 0.2831  0.223
12 H 1.6769 -0.0401 1.6956  0.206
13 C 0.7699 0.4904 -1.1451  -0.489
14 C -0.1208 -0.0363 0.0146  -0.076
15 H 1.2910 -0.3234 -1.7822  0.220
16 C 1.1448 0.7664 1.2137  -0.508
17 H 1.5735 -2.0949 -0.8869  0.212
18 H -2.1795 -0.2511 0.5865  0.204

As for the HOMO energy: -8.42 eV. The value obtained for the lowest unoccupied orbital energy is 0.47 eV.

***

Arrangement iii

The following is a quantum chemistry calculation of one molecule with the formula C7H10S, from OMol25.

Last column: natural (NBO) charge in e.
Element x y z (Å)
1 C 1.5031 -0.0837 -0.4176  -0.240
2 H -0.5718 -0.0987 -2.1607  0.217
3 C 0.5776 0.8153 0.3516  -0.146
4 H 2.0077 1.8859 1.5100  0.212
5 H -1.9107 -1.7589 -0.9470  0.224
6 H -2.3488 -0.5642 0.2919  0.220
7 C 1.0259 1.4253 1.6375  -0.655
8 H 0.3117 2.1739 1.9726  0.224
9 H -2.2138 0.5554 -1.9306  0.230
10 C -0.3227 -1.1629 0.3783  -0.184
11 H 1.1189 0.6609 2.4079  0.229
12 C -1.5619 -0.8745 -0.3989  -0.460
13 S -0.6230 1.6958 -0.5826  0.248
14 C 0.9723 -1.2975 -0.3601  -0.212
15 H 2.3971 0.2592 -0.9206  0.202
16 H 1.3620 -2.2271 -0.7504  0.200
17 H -0.4177 -1.6332 1.3455  0.208
18 C -1.3058 0.2290 -1.4271  -0.518

As for the HOMO energy: -7.61 eV. The value obtained for the lowest unoccupied orbital energy is 0.99 eV. As for the SMILES: CC1=CC=CCCS1.

***

Which of the structures shown above is the most stable? The most stable is arrangement iii.